No. 1
Below is a molecular structure, C29H51AsN8O7ReSSbSi2, with properties calculated with ωB97M-V with the def2-TZVPD basis set.

```
101
Properties=species:S:1:pos:R:3:forces:R:3
Re -1.6601 0.4409 -0.0390 -0.26 -0.77 0.08
C -5.1192 -1.9060 4.2999 -0.03 0.01 -0.12
C -4.7558 -2.5798 2.9817 -0.03 0.16 0.04
N -4.8620 -1.6805 1.8347 -0.03 -0.09 0.08
C -3.9021 -0.7778 1.5483 0.07 0.13 -0.10
S -3.9708 -0.0548 -0.0612 0.45 0.15 0.09
N -3.0186 -0.4802 2.4662 -0.10 -0.19 -0.02
N -2.0206 0.3346 2.0031 0.00 0.02 0.30
C -1.3302 0.9727 2.8911 -0.05 -0.02 0.09
C -1.6291 0.7946 4.3443 0.07 0.11 0.02
C -0.2764 1.8658 2.4044 -0.04 0.18 -0.18
C 0.6516 2.4754 3.1774 0.03 0.08 0.22
C 1.5092 3.5012 2.6180 0.06 0.04 0.04
C 1.6620 3.6022 1.2887 -0.09 -0.08 -0.04
C 1.0743 2.4983 0.4770 -0.14 -0.18 0.11
N -0.2285 2.0949 1.0140 0.12 -0.11 -0.21
H -5.0795 -2.6315 5.1149 0.01 0.02 -0.01
H -4.4207 -1.0976 4.5083 -0.02 -0.01 0.03
H -6.1284 -1.4918 4.2514 0.01 -0.01 0.02
H -3.7395 -2.9762 3.0280 0.02 -0.03 -0.01
H -5.4356 -3.4088 2.7918 0.02 -0.05 -0.05
H -5.3268 -2.0357 1.0153 -0.04 -0.04 0.02
H -1.6888 -0.2703 4.5669 -0.01 -0.01 0.02
H -0.8746 1.2599 4.9729 -0.04 -0.01 0.00
H -2.6029 1.2255 4.5872 -0.01 -0.01 0.00
H 0.6697 2.2834 4.2396 0.11 -0.01 -0.02
H 1.9789 4.2104 3.2894 -0.08 0.03 0.00
H 2.1729 4.4309 0.8127 0.12 -0.05 0.05
H 0.9229 2.7330 -0.5712 -0.05 0.04 -0.01
C -2.0436 1.9490 -3.8891 0.10 0.05 0.08
Sb -1.3589 0.3180 -2.6742 -0.34 -0.24 -0.68
C 0.3038 -0.2319 -3.8901 0.06 0.12 0.10
C -2.7120 -1.1268 -3.4570 0.06 0.06 -0.07
H -2.1344 1.5955 -4.9167 0.00 0.01 0.03
H -1.3455 2.7868 -3.8587 -0.03 -0.02 0.00
H -3.0170 2.2845 -3.5308 0.02 0.00 -0.02
H -0.0332 -0.2297 -4.9275 0.03 -0.01 0.03
H 0.6351 -1.2305 -3.6095 0.01 0.00 0.01
H 1.1316 0.4674 -3.7707 -0.02 -0.06 -0.01
H -2.7973 -1.0075 -4.5380 0.02 0.02 0.02
H -3.6835 -1.0028 -2.9815 0.01 -0.02 -0.01
H -2.3450 -2.1243 -3.2264 -0.01 0.01 -0.01
C -1.8881 4.4412 1.5363 -0.07 -0.02 0.04
C -1.9515 3.7191 0.1915 0.13 0.03 0.14
C -1.1940 4.5360 -0.8697 -0.02 0.02 0.04
C -3.4053 3.5590 -0.2409 0.04 -0.08 -0.03
N -1.4069 2.3679 0.2923 -0.14 0.24 -0.13
H -2.3095 5.4452 1.4387 0.01 -0.02 0.02
H -0.8570 4.5341 1.8820 -0.05 0.03 -0.01
H -2.4611 3.8937 2.2901 0.01 0.04 -0.03
H -1.7681 5.4238 -1.1479 0.06 0.02 0.03
H -1.0452 3.9280 -1.7649 -0.02 0.03 0.01
H -0.2191 4.8652 -0.4983 -0.02 -0.04 -0.04
H -3.8706 4.5399 -0.3610 0.01 -0.02 -0.01
H -3.9625 2.9791 0.4960 0.01 0.01 -0.02
H -3.4587 3.0201 -1.1901 -0.03 0.03 0.02
C 2.9400 2.7417 -2.3644 -0.26 0.01 0.09
Si 3.7601 1.6409 -1.0825 0.39 0.25 -0.17
C 5.0434 2.6942 -0.1850 -0.06 -0.03 0.15
C 4.6223 0.2532 -1.9798 -0.13 -0.23 0.05
As 2.2914 0.9020 0.6287 -0.11 0.11 0.01
Si 3.5233 -2.5923 0.9489 0.06 -0.06 0.02
C 4.7212 -1.4844 1.8736 -0.04 0.09 0.01
C 4.4896 -3.8776 0.0235 0.03 -0.11 0.02
C 2.2434 -3.2947 2.0904 -0.11 -0.06 0.05
H 3.6879 3.0411 -3.1032 -0.01 -0.01 0.00
H 2.5216 3.6500 -1.9198 0.04 -0.02 -0.06
H 2.1343 2.2212 -2.8894 0.04 0.05 0.02
H 5.5472 3.3806 -0.8711 0.00 -0.05 0.00
H 5.8012 2.0622 0.2872 -0.03 0.04 -0.02
H 4.5745 3.2875 0.6064 0.07 0.02 -0.05
H 5.3110 0.6615 -2.7251 -0.02 0.01 0.04
H 3.9021 -0.3956 -2.4848 0.05 0.02 0.02
H 5.1894 -0.3740 -1.2880 0.00 0.01 -0.04
H 5.1029 -0.6982 1.2149 0.04 -0.05 0.03
H 5.5747 -2.0577 2.2453 -0.03 0.01 0.00
H 4.2343 -0.9945 2.7207 0.04 0.00 -0.05
H 5.0889 -3.4198 -0.7681 -0.01 -0.02 0.02
H 3.8340 -4.6163 -0.4439 0.03 0.05 -0.03
H 5.1693 -4.3972 0.7082 -0.04 0.01 -0.08
H 1.7175 -2.4825 2.5970 0.00 -0.04 0.00
H 2.6831 -3.9539 2.8451 0.03 0.04 -0.06
H 1.4995 -3.8629 1.5253 0.03 0.01 0.04
O 2.4275 -4.8067 -3.6437 -0.38 -0.13 0.09
N 1.2009 -5.0527 -3.3449 0.23 -0.29 -0.29
O 0.5424 -6.0318 -3.8481 0.23 0.31 0.12
C 0.5724 -4.2365 -2.4331 -0.05 0.12 0.09
C -0.7658 -4.4658 -2.0649 -0.22 -0.06 0.04
C -1.3566 -3.5816 -1.1930 -0.01 0.05 -0.06
C -0.7342 -2.4607 -0.6435 -0.14 0.23 0.05
O -1.4202 -1.6162 0.1218 0.25 0.26 0.16
C 0.6407 -2.3476 -0.9186 0.02 -0.07 -0.06
C 1.2806 -3.1920 -1.8087 -0.04 0.11 0.17
N 1.3698 -1.4667 -0.0386 0.01 0.04 0.12
O 1.1717 -0.1042 -0.4339 -0.15 0.05 -0.23
O 2.7523 -1.6588 -0.2390 0.31 -0.05 -0.03
N -2.7460 -3.8084 -0.7445 -0.04 -0.23 -0.20
O -3.6528 -3.3982 -1.4424 0.01 0.03 0.05
O -2.9073 -4.4187 0.2939 0.02 0.10 0.09
H -1.2916 -5.3224 -2.4613 0.04 0.02 -0.02
H 2.3346 -3.0980 -2.0081 0.01 -0.03 -0.04
```
Forces are in eV/Å.

Results
E_LUMO (spin up / spin down) ... 1.602 / 1.471 eV
Charge ... -1
HOMO level (spin up / spin down) ... -2.10 / -4.74 eV
E ... -5631.6521 Ha
2S+1 ... 4
Energy relative to the best compared isomer or geometry (same formula, charge and spin) ... 51.3 kcal/mol

Here are the Löwdin charges for atoms 1 to 6, given in e: atom 1 (Re): 0.961, atom 2 (C): -0.097, atom 3 (C): -0.244, atom 4 (N): -0.012, atom 5 (C): -0.743, atom 6 (S): 0.613


No. 2
Below is 2 unconnected molecules or ions with the total composition C3H6BrCl2FNO4PS, with properties calculated with ωB97M-V with the def2-TZVPD basis set.

```
20
Properties=species:S:1:pos:R:3:forces:R:3
C 2.1377 0.3387 0.1947 -0.09 0.01 0.00
C 1.9640 -0.5945 -0.9638 -0.18 -0.05 -0.07
Cl 3.3142 -0.7607 -2.0172 -0.03 -0.03 0.01
C 0.8511 -1.2997 -1.1843 0.02 -0.05 -0.14
Cl 0.6452 -2.3725 -2.5261 0.06 -0.04 0.04
N -0.2630 -1.2124 -0.3072 -0.19 0.03 0.23
P -1.6024 -0.2663 -1.0237 0.49 0.25 -0.03
O -1.1153 1.2325 -0.6676 -0.21 -0.28 -0.04
Br -3.2369 -0.5176 0.4562 0.01 -0.08 0.01
S -0.1748 -2.0275 1.1143 -0.12 0.01 -0.25
O 1.0003 -2.8136 1.1245 0.12 0.02 0.03
O -0.5420 -1.1892 2.1939 -0.06 0.04 0.03
F -1.3639 -3.0238 0.9179 0.04 -0.05 0.08
H 1.2895 1.0177 0.2597 -0.02 0.02 -0.01
H 2.1937 -0.2146 1.1316 0.08 -0.06 0.05
H 3.0477 0.9177 0.0759 0.02 0.02 0.01
H -1.2425 1.5062 0.2556 0.02 0.28 -0.02
O -2.2448 3.4999 0.6077 -0.01 -0.04 0.07
H -2.7725 3.3897 -0.1898 0.01 0.00 -0.01
H -1.8853 4.3900 0.5479 0.02 0.00 0.03
```
Forces are in eV/Å.

Results
E_LUMO ... 0.046 eV
Charge ... 0
SMILES ... C/C(Cl)=C(/Cl)N(P(O)Br)S(=O)(=O)F.O
HOMO level ... -9.60 eV
E ... -4807.4785 Ha
Energy relative to the best compared isomer or geometry (same formula, charge and spin) ... 0.0 kcal/mol

Here are the natural (NBO) charges for atoms 1 to 6, given in e: atom 1 (C): -0.665, atom 2 (C): 0.002, atom 3 (Cl): 0.049, atom 4 (C): 0.050, atom 5 (Cl): 0.034, atom 6 (N): -1.058


No. 3
Below is a molecular structure, C13H12AuN2O4, with properties calculated with ωB97M-V with the def2-TZVPD basis set.

```
32
Properties=species:S:1:pos:R:3:forces:R:3
Au -0.7873 -0.0387 0.5342 -0.23 0.22 0.02
C 3.6195 0.9934 1.1779 0.03 0.02 -0.04
C 2.1832 1.3703 1.5117 -0.06 -0.21 0.02
O 1.5752 0.6724 2.3018 -0.01 0.15 -0.04
C 1.6048 2.5718 0.8703 -0.07 0.06 -0.01
C 2.4750 3.5587 0.3819 0.01 -0.05 0.07
C 2.0359 4.7570 -0.1362 -0.06 0.02 0.01
C 0.6559 4.9868 -0.1879 0.07 0.03 -0.03
C -0.2284 4.0338 0.2463 -0.02 -0.10 0.06
C 0.1936 2.7791 0.7754 0.18 0.20 -0.12
O -0.7248 1.9424 1.1253 0.01 -0.38 0.04
H 3.7942 -0.0056 1.5685 0.01 0.00 0.00
H 4.3183 1.6885 1.6489 0.01 -0.01 0.01
H 3.8029 1.0083 0.1030 -0.02 0.01 0.00
H 3.5416 3.3809 0.4413 0.01 0.00 -0.01
H 2.7398 5.5008 -0.4861 0.00 0.00 -0.01
H 0.2784 5.9211 -0.5904 0.00 0.00 0.01
H -1.2986 4.1879 0.1840 0.00 0.01 0.00
C -4.0062 -4.1994 -0.5195 0.01 -0.01 0.02
N -2.6639 -3.6747 -0.6653 0.00 0.01 -0.03
C -1.7299 -4.2976 -1.4424 0.00 -0.01 0.04
C -0.5062 -3.7874 -1.6100 0.00 0.01 0.00
C -0.1570 -2.5186 -0.9675 -0.01 -0.04 0.02
O 0.9514 -2.0185 -1.1016 0.00 0.03 -0.01
N -1.1455 -1.9161 -0.2094 0.15 0.04 -0.03
C -2.3876 -2.4488 -0.0329 0.01 -0.01 0.04
O -3.2755 -1.9386 0.6349 0.00 0.02 -0.03
H -4.0410 -5.1940 -0.9625 0.00 0.00 -0.01
H -4.7352 -3.5551 -1.0132 0.00 0.00 0.01
H -4.2757 -4.2569 0.5331 0.00 0.00 0.01
H -2.0478 -5.2268 -1.8990 0.00 0.00 0.00
H 0.2409 -4.2768 -2.2144 0.00 0.00 0.00
```
Forces are in eV/Å.

Results
E_LUMO ... 2.971 eV
Charge ... -1
HOMO level ... -4.47 eV
E ... -1048.8693 Ha

Here are the Löwdin charges for atoms 1 to 6, given in e: atom 1 (Au): 0.883, atom 2 (C): -0.034, atom 3 (C): -0.423, atom 4 (O): 0.022, atom 5 (C): -0.111, atom 6 (C): -0.071